The following is a quantum chemistry calculation of a 3-piece molecular cluster, C28H48N5O4S overall in a non-equilibrium geometry, from the Open Molecules 2025 dataset.

Output
DFT total energy (hartree): -2068.1074
Net charge: +1
Spin multiplicity: 3
HOMO level (alpha / beta) (eV): -10.44 / -11.12
Orbital gap (alpha / beta) (eV): 5.67 / 6.36

The geometry in XYZ format:
```
86
C28H48N5O4S (ωB97M-V with the def2-TZVPD basis set)
C 3.192 -2.154 3.223
C 1.939 -2.806 2.469
C 1.151 -1.721 1.592
N 2.012 -0.562 1.234
C 2.802 -0.789 0.078
C 2.957 -2.064 -0.615
N 3.789 -2.193 -1.720
C 4.511 -1.135 -2.226
C 4.444 0.214 -1.623
C 3.575 0.358 -0.456
C 3.535 1.781 0.221
O 2.903 2.675 -0.245
O 4.307 1.974 1.370
N 4.917 0.783 1.777
C 6.133 0.758 1.440
S 7.435 0.432 0.559
H 2.963 -1.103 3.558
H 3.365 -2.783 4.144
H 4.094 -2.174 2.552
H 2.353 -3.641 1.833
H 1.209 -3.235 3.200
H 0.335 -1.333 2.259
H 0.653 -2.193 0.693
H 1.400 0.241 1.022
H 2.429 -2.982 -0.261
H 3.890 -3.112 -2.161
H 5.201 -1.263 -3.099
H 5.038 1.074 -2.008
C 1.289 3.312 -6.807
C 0.171 2.783 -5.883
C 0.055 3.669 -4.631
C 1.160 3.430 -3.609
C 1.239 1.950 -3.252
C 1.409 1.044 -4.484
N 0.421 1.344 -5.562
O -0.740 0.805 -5.200
C 2.852 1.183 -5.023
C 1.336 -0.425 -4.019
C -1.107 2.993 -6.724
H 2.275 3.338 -6.348
H 1.358 2.713 -7.719
H 1.081 4.341 -7.110
H -0.908 3.488 -4.141
H 0.055 4.724 -4.918
H 2.118 3.793 -3.991
H 0.951 4.010 -2.706
H 2.067 1.794 -2.554
H 0.328 1.673 -2.709
H 2.945 0.746 -6.020
H 3.562 0.660 -4.377
H 3.207 2.211 -5.059
H 0.402 -0.657 -3.504
H 2.139 -0.645 -3.310
H 1.444 -1.112 -4.863
H -1.106 2.357 -7.613
H -1.178 4.029 -7.060
H -2.017 2.788 -6.158
C -5.400 -1.027 6.101
C -3.990 -1.465 5.649
C -3.091 -0.232 5.452
C -3.380 0.536 4.168
C -3.331 -0.403 2.967
C -4.262 -1.617 3.114
N -4.094 -2.316 4.425
O -2.985 -3.048 4.350
C -5.728 -1.161 2.932
C -4.026 -2.558 1.915
C -3.455 -2.241 6.872
H -5.912 -0.374 5.399
H -6.038 -1.895 6.281
H -5.346 -0.465 7.037
H -2.040 -0.543 5.434
H -3.191 0.445 6.304
H -4.351 1.037 4.233
H -2.635 1.327 4.043
H -3.586 0.160 2.063
H -2.296 -0.741 2.831
H -6.425 -1.935 3.259
H -5.945 -0.957 1.881
H -5.966 -0.235 3.453
H -2.987 -2.885 1.835
H -4.260 -2.052 0.975
H -4.661 -3.445 1.980
H -4.029 -3.155 7.044
H -3.529 -1.631 7.775
H -2.403 -2.512 6.768
```

---

The following is a quantum chemistry calculation of C28H49AsF6HfN7 as an isolated structure in a non-equilibrium geometry, from the Open Molecules 2025 dataset.

Output
DFT total energy (hartree): -4360.8789
Net charge: +3
Relative energy (zero: lowest compared OMol25 entry of this formula, charge and spin) (eV): 19.451
HOMO level (eV): -16.35
Orbital gap (eV): 1.22

The geometry in XYZ format:
```
92
C28H49AsF6HfN7 (ωB97M-V with the def2-TZVPD basis set)
Hf 16.162 -12.121 5.175
As 14.166 -16.339 8.380
F 13.359 -17.585 9.353
F 14.168 -17.449 6.997
F 14.879 -14.960 7.393
F 13.954 -15.253 9.707
F 15.763 -16.848 9.029
F 12.621 -15.799 7.740
C 17.301 -19.574 12.976
C 17.091 -21.106 12.780
C 17.346 -21.565 11.312
C 16.592 -22.784 11.069
N 16.072 -23.807 10.888
H 17.314 -19.242 14.015
H 16.492 -18.978 12.554
H 18.191 -19.105 12.555
H 16.008 -21.146 12.897
H 17.610 -21.812 13.429
H 18.378 -21.866 11.130
H 17.036 -20.753 10.654
C 16.993 -19.096 1.468
C 18.400 -19.018 2.131
C 18.286 -18.425 3.556
C 17.600 -17.171 3.594
N 17.015 -16.146 3.613
H 16.482 -18.134 1.440
H 16.325 -19.880 1.825
H 17.140 -19.543 0.485
H 19.023 -18.425 1.461
H 18.794 -20.014 2.328
H 19.258 -18.195 3.993
H 17.828 -19.112 4.269
C 7.778 -18.621 11.322
C 8.409 -19.049 9.992
C 7.661 -18.766 8.665
C 7.215 -17.368 8.557
N 6.783 -16.287 8.454
H 8.409 -18.729 12.205
H 6.855 -19.178 11.485
H 7.583 -17.569 11.530
H 8.494 -20.131 10.092
H 9.417 -18.635 10.001
H 6.833 -19.463 8.535
H 8.211 -19.044 7.767
C 8.114 -13.752 3.302
C 8.784 -14.708 2.330
C 10.044 -15.421 2.889
C 11.237 -14.773 3.356
N 12.223 -14.336 3.714
H 8.836 -13.059 3.735
H 7.514 -14.196 4.096
H 7.440 -13.222 2.629
H 9.052 -14.203 1.401
H 7.972 -15.288 1.890
H 10.507 -16.132 2.205
H 9.835 -16.107 3.710
C 18.010 -14.087 12.788
C 17.767 -12.622 13.138
C 16.496 -12.053 12.355
C 16.553 -11.967 10.921
N 16.569 -11.883 9.732
H 18.959 -14.495 13.134
H 17.851 -14.321 11.736
H 17.229 -14.639 13.311
H 18.714 -12.092 13.040
H 17.670 -12.533 14.220
H 16.135 -11.101 12.744
H 15.655 -12.718 12.554
C 23.584 -17.851 8.786
C 22.605 -16.911 7.989
C 21.355 -16.322 8.737
C 20.418 -15.666 7.987
N 19.590 -15.023 7.455
H 24.319 -18.030 8.002
H 23.265 -18.831 9.142
H 24.205 -17.355 9.532
H 22.215 -17.460 7.132
H 23.102 -16.028 7.587
H 21.758 -15.740 9.565
H 20.903 -17.189 9.219
C 7.636 -11.196 9.633
C 8.656 -11.352 8.486
C 10.153 -11.469 9.103
C 11.258 -11.629 8.152
N 12.053 -11.733 7.388
H 7.818 -11.833 10.499
H 6.682 -11.564 9.256
H 7.566 -10.121 9.800
H 8.441 -10.561 7.767
H 8.500 -12.214 7.837
H 10.220 -12.364 9.721
H 10.266 -10.683 9.849
```

---

The following is a quantum chemistry calculation of C28H49BrEuNOP3 as an isolated structure in a non-equilibrium geometry, from the Open Molecules 2025 dataset.

Output
DFT total energy (hartree): -5534.2468
Net charge: +2
Spin multiplicity: 8
HOMO level (alpha / beta) (eV): -13.62 / -13.66
Orbital gap (alpha / beta) (eV): 7.18 / 7.23

The geometry in XYZ format:
```
84
C28H49BrEuNOP3 (ωB97M-V with the def2-TZVPD basis set)
N 2.764 -1.827 5.258
C 2.267 -2.765 4.444
C 2.464 -2.750 3.064
C 3.288 -1.743 2.490
C 3.664 -0.676 3.345
C 3.408 -0.793 4.716
C 3.658 -1.794 1.079
Eu 0.438 -0.613 -0.684
P -1.350 1.024 -2.309
C 4.048 -0.706 0.316
C 3.536 -0.460 -1.044
C 3.685 0.801 -1.682
C 3.126 1.055 -2.934
C 2.390 0.072 -3.564
C 2.232 -1.204 -3.028
C 2.788 -1.467 -1.745
Br 1.717 0.455 -5.389
H 3.534 -2.776 0.600
H 4.677 0.083 0.728
H 2.013 -3.529 2.449
H 4.181 0.210 2.964
H 1.751 -3.606 4.929
H 3.794 -0.042 5.417
H 4.262 1.576 -1.194
H 2.683 -2.479 -1.313
H 3.221 1.998 -3.444
H 1.717 -1.970 -3.610
P -0.292 1.680 1.889
C -1.318 -0.661 -3.141
C -1.327 -0.741 -4.666
H -2.186 -1.220 -2.752
H -0.403 -1.227 -2.833
H -1.348 -1.802 -4.967
H -2.153 -0.205 -5.154
H -0.378 -0.344 -5.065
C -0.423 2.170 -3.371
C -1.080 2.976 -4.492
H 0.363 1.543 -3.833
H 0.107 2.846 -2.672
H -0.276 3.563 -4.967
H -1.522 2.328 -5.265
H -1.839 3.684 -4.129
C -3.078 1.545 -2.160
C -4.003 1.193 -3.322
H -3.064 2.633 -1.995
H -3.445 1.082 -1.225
H -5.011 1.559 -3.078
H -3.694 1.670 -4.262
H -4.070 0.111 -3.488
C -1.941 1.987 2.661
C -3.101 1.808 1.694
H -1.949 2.993 3.108
H -2.031 1.268 3.486
H -4.048 2.009 2.208
H -3.038 2.484 0.839
H -3.131 0.784 1.308
C -0.047 3.353 1.089
C 1.344 3.509 0.470
H -0.240 4.135 1.847
H -0.827 3.434 0.312
H 1.456 4.522 0.055
H 2.137 3.354 1.216
H 1.504 2.784 -0.347
C 0.744 1.931 3.404
C 0.412 0.972 4.544
H 0.637 2.977 3.739
H 1.786 1.786 3.078
H 1.135 1.094 5.359
H -0.588 1.141 4.954
H 0.458 -0.072 4.216
C -0.726 -4.159 0.179
P -1.803 -2.937 0.973
C -3.504 -3.360 0.607
C -1.469 -3.219 2.709
O -1.416 -1.533 0.504
H -1.045 -5.174 0.460
H 0.317 -4.020 0.515
H -0.749 -4.072 -0.917
H -3.680 -4.416 0.862
H -4.208 -2.742 1.181
H -3.737 -3.218 -0.456
H -0.413 -3.034 2.921
H -2.070 -2.564 3.342
H -1.685 -4.261 2.969
```